Entry 1:
# C35H54I2NaO2S3Se

A molecular structure, C35H54I2NaO2S3Se (ωB97M-V/def2-TZVPD, the OMol25 dataset).

Results
energy above the lowest of the compared OMol25 structures with the same formula, charge and spin: 7.24 kJ/mol
charge: -1
orbital gap: 0.2059 Eh

```
98
Properties=species:S:1:pos:R:3:forces:R:3
Na 1.09140 -1.27896 -1.37196 0.0 -0.2 -0.2
C 0.89336 5.54340 2.03200 0.0 0.0 0.0
C -0.16928 4.57736 1.50435 0.0 0.0 0.0
C -1.24686 5.40150 0.78522 0.0 0.0 0.0
C -0.80855 3.86971 2.70653 0.0 0.0 0.0
C 0.41642 3.54596 0.53832 0.1 0.0 0.0
C -0.41310 2.60658 -0.06395 0.0 0.0 -0.1
C 0.06934 1.65876 -0.94582 0.0 0.1 0.2
Se -1.23405 0.42828 -1.67971 0.2 -0.2 0.1
C -1.97244 -0.35496 -0.07687 -0.2 0.2 0.0
C -3.09529 0.27015 0.44130 0.1 -0.1 0.0
C -3.76406 -0.21582 1.55934 0.0 0.0 0.1
C -3.29631 -1.42051 2.07272 0.0 0.1 -0.1
C -2.20432 -2.12008 1.56589 0.0 0.0 0.0
C -1.41711 -1.53824 0.51660 -0.1 0.0 0.1
O -0.28822 -2.03177 0.14984 0.0 0.1 -0.2
C -1.90081 -3.48593 2.21811 0.0 0.0 0.0
C -0.89715 -4.37515 1.47012 0.0 0.0 0.0
C -3.20296 -4.30739 2.29228 0.0 0.0 0.0
C -1.38228 -3.27417 3.64837 0.0 0.0 0.0
C -4.95293 0.55121 2.13701 0.0 0.0 0.0
C -5.52885 -0.12930 3.38062 0.0 0.0 0.0
C -6.06991 0.65397 1.08969 0.0 0.0 0.0
C -4.50926 1.96577 2.53552 0.0 0.0 0.0
C 1.45368 1.57604 -1.30953 0.0 0.0 0.0
O 1.89809 0.65309 -2.09925 -0.3 0.0 0.1
C 2.29789 2.57490 -0.72065 0.0 0.0 0.0
C 1.75973 3.49793 0.17136 -0.1 -0.1 0.0
C 3.81810 2.66645 -0.96450 0.0 0.0 0.0
C 4.38348 1.70511 -2.01908 0.0 0.0 0.0
C 4.55340 2.37456 0.35379 0.0 0.0 0.0
C 4.18107 4.08640 -1.43707 0.0 0.0 0.0
H 0.43408 6.25549 2.72245 0.0 0.0 0.0
H 1.35470 6.11019 1.22045 0.0 0.0 0.0
H 1.68051 5.01088 2.57062 0.0 0.0 0.0
H -1.68608 6.14080 1.46228 0.0 0.0 0.0
H -2.04912 4.76200 0.41352 0.0 0.0 0.0
H -0.81338 5.92569 -0.06926 0.0 0.0 0.0
H -1.29749 4.59216 3.36760 0.0 0.0 0.0
H -0.04677 3.34364 3.28754 0.0 0.0 0.0
H -1.55268 3.13632 2.39071 0.0 0.0 0.0
H -1.47353 2.59323 0.16781 0.0 0.0 0.0
H -3.44727 1.16820 -0.05564 0.0 0.0 0.0
H -3.81578 -1.85127 2.91856 0.0 0.0 0.0
H -1.18017 -4.49824 0.42461 0.0 0.0 0.0
H -0.88606 -5.36109 1.94783 0.0 0.0 0.0
H 0.11273 -3.97606 1.47997 0.0 0.0 0.0
H -3.60677 -4.46243 1.28962 0.0 0.0 0.0
H -3.97252 -3.82133 2.89239 0.0 0.0 0.0
H -3.00277 -5.28610 2.73802 0.0 0.0 0.0
H -0.45016 -2.70511 3.64048 0.0 0.0 0.0
H -1.19286 -4.23719 4.13427 0.0 0.0 0.0
H -2.10188 -2.71962 4.25360 0.0 0.0 0.0
H -5.90459 -1.12846 3.14984 0.0 0.0 0.0
H -6.36176 0.46114 3.77106 0.0 0.0 0.0
H -4.77830 -0.21796 4.16878 0.0 0.0 0.0
H -6.41543 -0.34312 0.80799 0.0 0.0 0.0
H -5.71900 1.15366 0.18543 0.0 0.0 0.0
H -6.91990 1.21928 1.48440 0.0 0.0 0.0
H -3.71755 1.91569 3.28613 0.0 0.0 0.0
H -5.34709 2.53476 2.95052 0.0 0.0 0.0
H -4.12015 2.51593 1.67648 0.0 0.0 0.0
H 2.43631 4.21407 0.61839 0.0 0.0 0.0
H 4.25782 0.66457 -1.72969 0.0 0.0 0.0
H 5.45293 1.91655 -2.13306 0.0 0.0 0.0
H 3.89566 1.84235 -2.98476 0.0 0.0 0.0
H 4.31300 1.36820 0.70251 0.0 0.0 0.0
H 4.26691 3.07614 1.13980 0.0 0.0 0.0
H 5.63730 2.44210 0.21130 0.0 0.0 0.0
H 3.66521 4.31393 -2.37273 0.0 0.0 0.0
H 5.25886 4.15967 -1.61114 0.0 0.0 0.0
H 3.90855 4.85158 -0.70953 0.0 0.0 0.0
C 3.90530 -3.99522 -2.72292 -0.1 0.0 0.0
C 2.84063 -4.82896 -3.43454 0.0 0.0 0.0
S 1.16617 -4.55821 -2.79615 0.0 0.0 0.0
C 0.24592 -4.28325 -4.33076 0.0 0.0 0.0
C 0.72029 -3.13920 -5.22780 0.0 0.0 0.1
S 0.70493 -1.54405 -4.37265 0.0 0.1 0.0
C 2.34578 -0.86440 -4.72018 0.0 0.0 0.0
C 3.55046 -1.73919 -4.38232 0.0 0.0 0.0
S 3.62874 -2.21272 -2.63290 0.1 0.1 0.0
H 3.96695 -4.28990 -1.67267 0.0 0.0 0.0
H 4.87943 -4.20076 -3.17281 0.0 0.0 0.0
H 2.84152 -4.61590 -4.50269 0.0 0.0 0.0
H 3.10117 -5.88353 -3.32407 0.0 0.0 0.0
H 0.21153 -5.20859 -4.91091 0.0 0.0 0.0
H -0.76955 -4.08086 -3.98422 0.0 0.0 0.0
H 1.72039 -3.33271 -5.61287 0.0 0.0 0.0
H 0.05820 -3.08862 -6.09463 0.0 0.0 0.0
H 2.41076 -0.56391 -5.76839 0.0 0.0 0.0
H 2.35253 0.03264 -4.09282 0.0 0.0 0.0
H 3.56783 -2.64894 -4.98344 0.0 0.0 0.0
H 4.45389 -1.17859 -4.62894 0.0 0.0 0.0
I 1.12498 0.57264 2.49169 0.0 0.0 0.0
C 1.64842 -1.46896 2.34362 0.1 0.0 0.0
I 3.34555 -1.79926 1.09631 0.0 0.0 0.1
H 0.82844 -1.96010 1.82557 0.0 0.0 0.0
H 1.87207 -1.87454 3.32178 0.0 0.0 0.0
```
Forces are in eV/Å.



Entry 2:
# C35H55BeN4OP2S

A molecular structure, C35H55BeN4OP2S (ωB97M-V/def2-TZVPD, the OMol25 dataset).

Results
charge: +1
orbital gap: 0.2792 Eh

```
99
Properties=species:S:1:pos:R:3:forces:R:3
C -2.06952 -0.13301 -2.38976 -0.2 0.2 0.4
C -2.38583 -1.28025 -0.35019 0.4 0.2 -0.1
C -3.32655 -0.54560 -2.82401 0.2 -0.1 -0.2
C -3.61021 -1.78380 -0.76776 0.0 0.1 -0.1
C -4.07485 -1.41868 -2.03351 0.1 0.1 0.3
H -3.66291 -0.21072 -3.80367 0.0 -0.3 0.2
H -4.17179 -2.43307 -0.09109 0.1 0.2 -0.4
H -5.00943 -1.83555 -2.39830 0.1 0.2 0.0
N -1.65530 -0.47218 -1.15287 -0.1 -0.4 0.0
P 0.59721 0.51869 -2.49936 0.1 -0.4 -0.4
P -1.22666 -0.22996 2.05733 -0.2 -0.2 0.9
C -1.10223 0.69381 -3.23478 -0.2 -0.1 0.1
H -1.12894 0.39812 -4.29749 -0.2 0.0 0.5
H -1.38455 1.76250 -3.21590 0.1 -0.4 0.1
C -1.68806 -1.68143 0.93272 -0.1 -0.1 -0.1
H -2.32987 -2.36615 1.49677 0.1 0.0 -0.1
C -0.41304 -1.10543 3.54501 -0.1 -0.3 -0.3
C -2.83022 0.56508 2.65692 0.3 -0.4 0.0
C 1.32129 -1.05122 -3.30831 -0.1 0.9 -0.3
C 1.45796 2.11704 -3.05843 -0.1 -0.6 -0.1
C 1.10065 -1.08924 3.26641 0.1 0.0 0.1
H 1.45528 -0.08502 3.00571 -0.1 -0.2 0.2
H 1.61938 -1.42868 4.17489 0.0 0.0 -0.2
H 1.37074 -1.74524 2.43397 0.0 0.1 0.2
C -0.65846 -0.36028 4.86085 0.1 0.0 0.1
H -0.35122 0.68823 4.80772 0.0 -0.1 0.0
H -1.69711 -0.42118 5.19942 0.2 0.1 -0.1
H -0.04226 -0.84570 5.63079 -0.1 0.1 -0.2
C -0.86232 -2.56934 3.72992 0.2 0.0 0.1
H -0.31707 -2.97030 4.59806 -0.1 0.0 -0.2
H -1.92949 -2.67832 3.94968 0.2 0.0 0.0
H -0.61155 -3.20338 2.87311 0.0 0.1 0.2
C -2.42988 1.83216 3.45295 -0.1 0.1 0.0
H -1.49800 2.27809 3.07879 -0.2 -0.1 0.1
H -3.21582 2.59088 3.33539 0.1 -0.2 0.1
H -2.31632 1.63260 4.52377 0.0 0.1 -0.3
C -3.65392 1.01070 1.43913 0.0 0.0 0.0
H -3.09477 1.71049 0.80897 -0.1 -0.1 0.0
H -3.97616 0.15933 0.83166 0.0 0.3 0.1
H -4.55165 1.52515 1.81119 0.2 -0.1 -0.1
C -3.65582 -0.42198 3.50885 -0.6 0.0 0.1
H -3.23835 -1.43381 3.55228 -0.1 0.4 0.0
H -3.76700 -0.05425 4.53782 0.0 -0.2 -0.2
H -4.66822 -0.52234 3.09352 0.2 0.0 0.1
C 2.95188 2.02426 -2.72606 0.2 0.2 0.0
H 3.39365 3.02576 -2.82901 0.0 -0.2 0.0
H 3.10847 1.68578 -1.69100 0.0 0.1 -0.4
H 3.48865 1.35584 -3.40984 -0.2 0.3 0.2
C 0.84709 3.27903 -2.26053 0.0 -0.1 0.1
H -0.19354 3.46886 -2.54859 0.2 0.0 0.1
H 0.88338 3.09913 -1.18094 0.0 0.1 -0.2
H 1.42848 4.18738 -2.48236 -0.2 -0.2 0.0
C 1.24610 2.38947 -4.55647 0.2 0.3 -0.1
H 1.40567 3.46285 -4.72550 0.0 -0.2 -0.1
H 1.96340 1.85283 -5.18517 -0.2 0.2 0.2
H 0.23172 2.15461 -4.89703 0.2 0.1 0.0
C 0.49791 -2.31382 -3.00017 0.1 0.0 0.1
H 0.80296 -3.09043 -3.72028 -0.2 0.3 0.1
H 0.74422 -2.69706 -2.00764 -0.2 0.1 -0.1
H -0.58369 -2.16327 -3.06923 0.1 -0.1 -0.1
C 2.71829 -1.26843 -2.70599 0.1 0.0 -0.1
H 2.64653 -1.32616 -1.61088 0.0 -0.1 -0.3
H 3.10549 -2.22424 -3.08544 0.0 0.2 0.1
H 3.43540 -0.48720 -2.97126 -0.2 -0.3 0.0
C 1.32924 -0.83424 -4.82398 0.4 -0.4 -0.1
H 0.32458 -0.60032 -5.20067 0.3 -0.1 0.0
H 2.02529 -0.04982 -5.13655 -0.2 -0.3 0.1
H 1.64689 -1.77136 -5.29872 0.0 0.2 -0.1
Be -0.01147 -0.15897 -0.51761 -0.2 0.9 -0.3
C -0.23938 1.33158 0.46997 -1.8 2.0 -1.4
O -0.67514 2.44415 0.54820 1.3 -2.6 0.5
N 0.60014 -1.55100 0.03167 -0.8 -1.0 0.3
C -0.29872 -2.33204 0.47705 -0.2 1.0 -0.2
C -0.21742 -3.82880 0.48235 0.4 -0.1 -0.1
C 1.06445 -4.40194 0.49044 -0.2 -0.2 0.2
C -1.35102 -4.64748 0.38701 0.5 -0.1 0.3
C 1.21447 -5.79522 0.51109 -0.3 0.4 0.0
H 1.91619 -3.71063 0.50186 -0.3 -0.4 0.0
C -1.20833 -6.03773 0.39369 0.2 0.0 0.0
H -2.33256 -4.18769 0.31917 0.0 -0.2 0.0
C 0.06951 -6.61254 0.47028 0.2 0.3 0.1
H 2.22329 -6.22067 0.57186 -0.5 0.1 -0.1
H -2.10045 -6.66932 0.35335 0.4 0.2 0.0
H 0.19032 -7.69697 0.51144 -0.1 0.3 -0.1
S 2.17454 1.08162 0.60862 1.1 1.0 1.0
C 2.56817 2.72225 0.99913 0.0 -0.4 0.0
N 3.70173 3.31640 0.57544 -0.3 -0.4 -0.2
C 3.84050 4.76885 0.44467 0.1 -0.1 -0.3
C 3.09381 5.46182 1.56543 0.3 0.1 0.3
C 1.70959 4.89966 1.78652 -0.3 0.1 0.0
N 1.72319 3.44506 1.74706 -0.2 -0.4 -0.3
H 4.33134 2.70571 0.06664 -0.2 0.3 0.1
H 3.48034 5.09394 -0.54345 0.0 -0.1 0.2
H 4.90436 5.00791 0.49798 -0.1 0.0 0.0
H 3.03005 6.53347 1.36616 0.0 -0.1 0.0
H 3.66401 5.32884 2.48273 0.1 0.0 0.1
H 0.98786 5.27311 1.04839 0.1 0.0 0.0
H 1.34429 5.18148 2.77257 0.0 0.2 0.0
H 0.83717 2.98899 1.93541 0.3 0.2 0.0
```
Forces are in eV/Å.



| no. | LUMO level (eV) |
| --- | --- |
| 1 | 1.64 |
| 2 | -2.49 |